This record from OMol25 describes C43H49BrLiN3O2S3 as an isolated structure at a distorted geometry. The level of theory is ωB97M-V/def2-TZVPD.

For the energy above the lowest of the compared OMol25 structures with the same formula, charge and spin, the calculation gives 14.9 kcal/mol. Its net charge is -2. The value obtained for the HOMO-LUMO gap is 3.051 eV. The spin multiplicity is 1. As for the highest occupied orbital energy: 0.50 eV. Its energy is -156704.486 eV.

Each line ends with the Mulliken charge.
Atoms and positions in Å:
Li: 1.688 0.731 -0.383  0.47
C: 0.974 -6.602 0.374  -2.43
C: 2.347 -6.074 -0.138  2.34
C: 2.713 -6.962 -1.326  -1.62
C: 3.381 -6.398 0.922  -1.56
C: 2.289 -4.607 -0.524  -0.35
C: 1.171 -3.808 -0.361  -0.66
C: 1.196 -2.513 -0.780  -0.19
Br: -0.425 -1.579 -0.667  -0.20
C: 2.311 -1.826 -1.298  1.52
O: 2.300 -0.579 -1.598  -1.27
C: 3.413 -2.702 -1.580  -0.37
C: 3.393 -4.013 -1.152  -0.06
C: 4.673 -2.166 -2.311  2.22
C: 5.519 -1.391 -1.249  -1.56
C: 5.477 -3.336 -2.879  -2.18
C: 4.296 -1.297 -3.499  -2.02
H: 1.084 -7.675 0.632  0.49
H: 0.203 -6.547 -0.351  0.45
H: 0.679 -6.128 1.300  0.43
H: 2.717 -8.064 -0.977  0.36
H: 3.681 -6.751 -1.768  0.33
H: 1.960 -6.913 -2.148  0.34
H: 3.277 -7.442 1.220  0.49
H: 3.224 -5.728 1.773  0.25
H: 4.423 -6.198 0.615  0.28
H: 0.256 -4.130 0.103  0.49
H: 4.190 -4.687 -1.346  0.27
H: 6.172 -2.069 -0.666  0.30
H: 4.811 -0.884 -0.602  0.17
H: 6.050 -0.616 -1.760  0.49
H: 5.949 -3.999 -2.123  0.33
H: 6.314 -2.897 -3.427  0.49
H: 4.948 -3.992 -3.555  0.36
H: 3.717 -0.476 -3.172  0.29
H: 3.636 -1.923 -4.072  0.38
H: 5.205 -1.013 -4.025  0.55
S: -0.215 2.076 -4.610  -0.31
C: 0.734 3.325 -4.190  0.24
N: 2.089 3.374 -4.278  -0.29
C: 2.735 4.260 -3.392  -0.59
C: 1.890 5.534 -3.445  -0.47
S: 0.159 4.887 -3.620  -0.14
H: 2.495 2.469 -4.435  0.29
H: 3.754 4.513 -3.657  0.33
H: 2.722 3.801 -2.420  0.30
H: 2.111 6.166 -4.325  0.29
H: 1.946 6.177 -2.530  0.33
C: -7.736 4.049 -1.800  -1.41
C: -6.659 3.216 -1.092  0.21
C: -5.258 3.310 -1.737  -0.88
N: -4.217 2.683 -0.930  0.19
C: -2.971 3.156 -0.708  -0.84
S: -1.699 2.178 -0.372  0.14
N: -2.851 4.547 -0.669  0.28
C: -3.648 5.579 -0.194  0.01
O: -3.589 6.731 -0.619  -0.69
C: -4.616 5.223 0.913  0.50
C: -4.393 4.122 1.720  -0.02
C: -5.315 3.784 2.646  -0.12
C: -6.500 4.493 2.815  -0.62
C: -6.735 5.599 2.028  -0.47
C: -5.784 5.992 1.109  -0.70
H: -8.689 3.879 -1.312  0.40
H: -7.914 3.614 -2.796  0.35
H: -7.473 5.105 -1.855  0.32
H: -6.905 2.201 -1.085  0.48
H: -6.539 3.560 -0.074  -0.19
H: -5.009 4.368 -1.933  0.33
H: -5.301 2.781 -2.740  0.42
H: -4.213 1.683 -0.905  0.29
H: -1.997 4.862 -1.125  0.14
H: -3.512 3.469 1.629  0.34
H: -5.161 2.914 3.274  0.40
H: -7.241 4.184 3.609  0.29
H: -7.661 6.106 2.143  0.42
H: -5.979 6.826 0.428  0.45
C: 2.098 1.727 1.378  -1.16
C: 1.465 0.883 2.067  0.30
C: 0.952 -0.193 2.851  -0.05
C: 1.891 -1.266 3.105  0.84
C: 3.149 -1.227 2.402  -0.74
C: 4.068 -2.254 2.519  -0.12
C: 3.938 -3.300 3.414  -0.81
C: 2.767 -3.310 4.197  -0.53
C: 1.772 -2.351 4.042  -0.57
C: -0.450 -0.121 3.229  1.07
C: -1.204 -1.146 3.892  -0.51
C: -2.532 -0.984 4.276  -0.71
C: -3.201 0.244 4.098  -0.54
C: -2.459 1.274 3.439  -0.23
C: -1.160 1.068 2.960  -0.77
H: 3.348 -0.336 1.782  0.40
H: 4.988 -2.130 1.936  0.17
H: 4.718 -4.035 3.516  0.41
H: 2.641 -4.118 4.922  0.31
H: 0.879 -2.472 4.624  0.24
H: -0.770 -2.104 4.117  0.23
H: -3.114 -1.856 4.558  0.29
H: -4.231 0.369 4.429  0.35
H: -2.955 2.244 3.192  -0.04
H: -0.661 1.855 2.386  0.54



This record from OMol25 describes a 2-piece molecular cluster, C43H49OSi overall at a distorted geometry. The level of theory is ωB97M-V/def2-TZVPD.

Its net charge is +1. The value obtained for the HOMO-LUMO gap is 6.016 eV. The spin multiplicity is 1. As for the highest occupied orbital energy: -10.92 eV. Its energy is -55305.951 eV.

Each line ends with the Mulliken charge.
Atoms and positions in Å:
C: 3.204 1.260 0.978  -1.35
C: 2.327 0.397 0.151  0.76
C: 1.878 -0.855 0.488  -0.79
O: 1.914 0.869 -1.064  -0.17
Si: 2.071 2.412 -1.786  0.06
C: 1.953 3.812 -0.552  0.50
C: 3.063 4.635 -0.287  -0.02
C: 2.949 5.768 0.533  -0.71
C: 1.711 6.094 1.100  -0.47
C: 0.612 5.251 0.889  -0.67
C: 0.733 4.114 0.074  -0.17
C: 3.695 2.707 -2.701  0.10
C: 3.662 3.646 -3.743  -0.32
C: 4.834 4.053 -4.390  -0.72
C: 6.063 3.502 -4.009  -0.51
C: 6.102 2.542 -2.989  -0.61
C: 4.921 2.129 -2.350  -0.19
C: 0.750 2.595 -3.098  0.35
C: 0.162 3.837 -3.394  -0.12
C: -0.766 3.969 -4.440  -0.69
C: -1.126 2.856 -5.206  -0.48
C: -0.541 1.614 -4.924  -0.60
C: 0.391 1.487 -3.882  -0.50
H: 3.316 0.748 1.942  0.44
H: 4.219 1.424 0.566  0.23
H: 2.755 2.245 1.167  0.25
H: 1.480 -1.489 -0.316  0.34
H: 2.285 -1.327 1.380  0.50
H: 4.032 4.403 -0.736  0.38
H: 3.828 6.393 0.718  0.41
H: 1.612 6.998 1.712  0.36
H: -0.349 5.483 1.358  0.40
H: -0.134 3.467 -0.090  0.52
H: 2.710 4.075 -4.054  0.30
H: 4.771 4.797 -5.185  0.39
H: 6.979 3.820 -4.518  0.37
H: 7.060 2.112 -2.690  0.40
H: 4.948 1.360 -1.577  0.23
H: 0.433 4.718 -2.809  0.42
H: -1.195 4.951 -4.657  0.40
H: -1.846 2.959 -6.025  0.38
H: -0.809 0.744 -5.529  0.41
H: 0.860 0.521 -3.688  0.39
C: -7.095 -1.108 1.277  -1.53
C: -5.646 -1.230 0.909  0.53
C: -5.119 -2.444 0.471  -1.00
C: -3.796 -2.560 0.041  1.66
C: -3.360 -3.958 -0.328  -2.14
C: -2.967 -1.417 -0.003  0.42
C: -1.564 -1.474 -0.624  1.17
C: -1.593 -1.722 -2.143  -1.67
C: -0.678 -2.535 0.094  -1.07
C: -0.148 -2.081 1.391  -0.25
C: 0.018 -2.980 2.480  0.28
C: -0.313 -2.540 3.809  0.70
C: -0.884 -1.167 4.018  -1.44
C: -0.128 -3.390 4.895  -0.89
C: 0.259 -4.727 4.712  0.92
C: 0.310 -5.679 5.868  -1.49
C: 0.588 -5.160 3.424  -1.00
C: 0.497 -4.331 2.312  1.03
C: 0.909 -4.868 0.982  -1.53
C: -3.464 -0.213 0.540  1.03
C: -2.605 1.016 0.656  -1.30
C: -4.785 -0.138 0.990  -1.22
H: -7.318 -0.096 1.635  0.35
H: -7.742 -1.311 0.413  0.33
H: -7.365 -1.826 2.063  0.35
H: -5.768 -3.322 0.451  0.43
H: -2.661 -3.986 -1.169  0.32
H: -2.919 -4.491 0.535  0.30
H: -4.246 -4.542 -0.614  0.50
H: -1.048 -0.510 -0.479  -0.38
H: -2.076 -0.878 -2.662  0.41
H: -0.565 -1.823 -2.523  0.45
H: -2.148 -2.634 -2.400  0.18
H: -1.301 -3.428 0.241  -0.26
H: 0.137 -2.845 -0.580  0.90
H: -0.232 -1.014 1.614  0.67
H: -1.262 -1.050 5.043  0.44
H: -0.114 -0.394 3.847  0.32
H: -1.739 -0.966 3.345  0.16
H: -0.296 -3.033 5.918  0.45
H: 0.645 -6.670 5.534  0.36
H: 1.021 -5.325 6.626  0.36
H: -0.670 -5.783 6.355  0.34
H: 0.954 -6.186 3.283  0.33
H: 1.545 -5.750 1.128  0.54
H: 0.058 -5.226 0.380  0.30
H: 1.485 -4.140 0.398  0.21
H: -3.192 1.832 1.093  0.44
H: -1.744 0.848 1.320  0.22
H: -2.240 1.353 -0.323  0.27
H: -5.156 0.806 1.390  0.29



This record from OMol25 describes C43H50B2CdF4N11O2S4 as an isolated structure. The level of theory is ωB97M-V/def2-TZVPD.

For the energy above the lowest of the compared OMol25 structures with the same formula, charge and spin, the calculation gives 26.8 kcal/mol. Its net charge is -1. The value obtained for the HOMO-LUMO gap is 6.375 eV. The spin multiplicity is 1. As for the highest occupied orbital energy: -5.42 eV. Its energy is -126027.841 eV.

Each line ends with the Mulliken charge.
Atoms and positions in Å:
Cd: -2.334 0.179 2.126  2.54
C: 1.512 4.349 1.522  -1.51
C: 0.805 3.693 0.386  0.34
C: -0.094 4.338 -0.383  -0.84
C: -0.770 3.669 -1.455  -0.25
N: -0.542 2.429 -1.712  -0.57
N: 0.351 1.746 -0.935  0.68
B: 0.429 0.341 -1.307  -0.08
N: 1.737 -0.354 -1.376  0.98
N: 2.695 0.217 -2.113  -0.99
C: 3.814 -0.436 -2.222  -0.23
C: 3.978 -1.717 -1.609  -0.38
C: 2.989 -2.277 -0.866  0.22
C: 3.096 -3.599 -0.188  -1.69
C: 1.792 -1.508 -0.698  0.20
S: 0.470 -1.804 0.271  -0.08
C: 4.907 0.276 -3.009  2.15
C: 6.136 -0.610 -3.211  -2.20
C: 4.355 0.681 -4.380  -1.56
C: 5.312 1.529 -2.223  -1.58
N: -0.662 -0.261 -2.131  0.78
N: -0.145 -0.886 -3.213  -0.92
C: -0.952 -1.405 -4.082  -0.23
C: -2.364 -1.313 -3.918  -0.52
C: -2.895 -0.690 -2.837  0.21
C: -4.362 -0.573 -2.604  -1.80
C: -1.987 -0.142 -1.856  0.30
S: -2.569 0.641 -0.507  0.10
C: -0.267 -2.100 -5.256  2.42
C: 0.610 -3.229 -4.702  -1.52
C: -1.279 -2.683 -6.240  -2.33
C: 0.614 -1.078 -5.984  -1.55
C: 1.062 2.283 0.130  0.86
S: 2.085 1.396 1.065  -0.24
C: -1.815 4.342 -2.342  2.61
C: -3.170 3.678 -2.072  -1.49
C: -1.925 5.839 -2.052  -2.33
C: -1.427 4.144 -3.811  -1.73
H: 1.308 5.419 1.534  0.41
H: 2.586 4.170 1.466  0.36
H: 1.183 3.911 2.466  0.10
H: -0.309 5.379 -0.184  0.53
H: 4.914 -2.246 -1.731  0.51
H: 4.060 -4.065 -0.387  0.41
H: 2.293 -4.260 -0.521  0.31
H: 2.961 -3.479 0.889  0.34
H: 5.889 -1.534 -3.740  0.44
H: 6.614 -0.870 -2.265  0.40
H: 6.871 -0.072 -3.811  0.43
H: 4.066 -0.199 -4.959  0.35
H: 5.118 1.224 -4.942  0.45
H: 3.479 1.319 -4.273  0.26
H: 5.731 1.263 -1.251  0.37
H: 4.447 2.169 -2.050  0.30
H: 6.063 2.095 -2.778  0.41
H: -3.022 -1.751 -4.656  0.57
H: -4.916 -1.033 -3.421  0.43
H: -4.654 0.472 -2.495  0.29
H: -4.636 -1.038 -1.655  0.33
H: 0.008 -3.965 -4.165  0.36
H: 1.354 -2.832 -4.012  0.19
H: 1.125 -3.738 -5.520  0.43
H: -1.912 -3.440 -5.773  0.44
H: -0.745 -3.162 -7.063  0.42
H: -1.921 -1.911 -6.669  0.43
H: 1.333 -0.632 -5.296  0.14
H: 0.010 -0.276 -6.413  0.37
H: 1.159 -1.566 -6.795  0.43
H: -3.475 3.795 -1.031  0.38
H: -3.123 2.609 -2.275  0.03
H: -3.936 4.126 -2.710  0.48
H: -2.270 6.032 -1.035  0.41
H: -2.652 6.283 -2.734  0.44
H: -0.973 6.355 -2.200  0.48
H: -1.348 3.084 -4.049  0.22
H: -0.467 4.616 -4.031  0.40
H: -2.185 4.592 -4.456  0.45
C: 2.017 -1.219 8.737  -1.54
C: 0.861 -1.261 7.777  1.02
C: 1.050 -1.004 6.423  -0.90
C: -0.021 -0.983 5.546  -0.58
C: -1.300 -1.220 6.025  0.19
C: -1.511 -1.499 7.367  -0.76
C: -0.429 -1.521 8.232  -0.73
S: -2.690 -1.016 4.948  1.25
O: -3.779 -1.774 5.505  -0.76
O: -2.839 0.413 4.769  -0.83
N: -2.227 -1.513 3.501  0.20
C: -2.235 -2.818 3.068  0.19
C: -2.340 -3.939 3.908  -0.72
C: -2.309 -5.191 3.332  -0.61
C: -2.175 -5.320 1.954  -0.81
C: -2.075 -4.157 1.214  -0.16
N: -2.104 -2.938 1.742  0.16
H: 2.965 -1.367 8.220  0.36
H: 1.923 -1.988 9.505  0.40
H: 2.062 -0.250 9.238  0.30
H: 2.047 -0.796 6.051  0.31
H: 0.135 -0.768 4.496  0.63
H: -2.516 -1.683 7.720  0.49
H: -0.593 -1.730 9.284  0.36
H: -2.460 -3.818 4.973  0.38
H: -2.390 -6.069 3.962  0.40
H: -2.149 -6.286 1.469  0.38
H: -1.958 -4.196 0.135  0.38
N: -0.880 1.786 2.687  -0.57
C: -0.265 1.989 3.654  0.22
C: 0.502 2.236 4.777  0.73
C: -0.111 2.607 5.997  -0.07
N: -0.573 2.895 7.015  -0.64
C: 1.895 2.000 4.735  0.08
N: 3.036 1.817 4.708  -0.67
F: -6.104 1.179 2.631  -0.35
B: -5.212 0.935 1.620  0.37
F: -4.037 1.779 1.770  -0.56
F: -5.763 1.129 0.366  -0.36
F: -4.663 -0.390 1.722  -0.45



This record from OMol25 describes C43H51BFeI2N4O3P3 as an isolated structure at a distorted geometry. The level of theory is ωB97M-V/def2-TZVPD.

For the energy above the lowest of the compared OMol25 structures with the same formula, charge and spin, the calculation gives 7.8 kcal/mol. Its net charge is +2. The value obtained for the HOMO-LUMO gap (alpha / beta) is 8.171 / 7.667 eV. The spin multiplicity is 6. As for the highest occupied orbital energy (alpha / beta): -13.13 / -13.45 eV. The expectation value of S² is 8.77. Its energy is -136646.073 eV.

Each line ends with the Mulliken spin population.
Atoms and positions in Å:
Fe: -0.072 0.078 0.110  3.70
N: -1.217 -0.601 2.804  -0.02
P: -0.386 -1.785 1.900  0.08
C: -1.509 -3.219 1.874  0.00
C: -1.249 -4.237 0.958  0.01
C: -2.035 -5.376 0.932  0.00
C: -3.085 -5.509 1.830  0.00
C: -3.345 -4.499 2.745  0.00
C: -2.564 -3.353 2.767  0.00
C: 0.870 -2.415 3.077  0.03
C: 1.382 -1.582 4.069  0.00
C: 2.273 -2.077 5.009  0.00
C: 2.689 -3.398 4.946  0.00
C: 2.222 -4.219 3.929  0.00
C: 1.319 -3.734 2.997  0.00
P: -1.258 0.966 2.129  -0.01
C: -1.309 1.994 3.636  0.03
C: -2.393 2.801 3.970  0.00
C: -2.374 3.525 5.152  0.00
C: -1.275 3.466 5.996  0.00
C: -0.182 2.680 5.656  0.00
C: -0.194 1.958 4.476  0.01
C: -2.946 1.159 1.465  0.01
C: -3.188 2.333 0.747  -0.01
C: -4.446 2.597 0.236  0.00
C: -5.475 1.689 0.454  0.00
C: -5.242 0.527 1.175  0.00
C: -3.977 0.252 1.676  -0.01
H: -1.416 -0.745 3.787  0.00
H: -0.434 -4.133 0.250  0.00
H: -1.831 -6.155 0.210  0.00
H: -3.706 -6.395 1.812  0.00
H: -4.156 -4.608 3.455  0.00
H: -2.784 -2.575 3.488  0.00
H: 1.067 -0.549 4.118  0.00
H: 2.634 -1.431 5.799  0.00
H: 3.380 -3.785 5.683  0.00
H: 2.551 -5.248 3.870  0.00
H: 0.947 -4.393 2.226  0.00
H: -3.257 2.865 3.323  0.00
H: -3.227 4.136 5.413  0.00
H: -1.272 4.033 6.917  0.00
H: 0.679 2.634 6.310  0.00
H: 0.670 1.366 4.198  0.01
H: -2.386 3.057 0.624  0.01
H: -4.624 3.510 -0.318  0.00
H: -6.464 1.896 0.069  0.00
H: -6.057 -0.160 1.357  0.00
H: -3.796 -0.657 2.237  0.00
I: -0.704 2.044 -1.752  0.09
C: -0.391 1.090 -3.555  0.86
I: -0.065 -1.853 -1.951  0.04
H: 0.610 1.087 -3.954  0.04
H: -1.250 0.981 -4.199  0.02
O: -2.964 -2.217 -0.940  0.02
B: -2.163 -1.556 -1.821  0.01
O: -2.846 -0.689 -2.622  0.01
C: -4.179 -0.870 -2.276  0.00
C: -5.299 -0.298 -2.832  0.00
C: -6.521 -0.709 -2.310  0.00
C: -6.593 -1.645 -1.281  0.00
C: -5.453 -2.209 -0.719  0.00
C: -4.250 -1.802 -1.249  0.00
H: -5.220 0.405 -3.650  0.00
H: -7.435 -0.313 -2.729  0.00
H: -7.561 -1.964 -0.920  0.00
H: -5.508 -2.942 0.075  0.00
O: 1.900 0.443 0.099  0.01
P: 3.314 0.931 0.308  0.03
N: 4.116 0.963 -1.115  0.00
C: 5.569 0.773 -1.274  0.00
C: 5.924 1.687 -2.443  0.00
C: 4.666 1.621 -3.314  0.00
C: 3.533 1.637 -2.288  0.00
N: 3.246 2.439 0.946  0.00
C: 2.364 2.693 2.100  -0.01
C: 2.800 4.069 2.604  0.00
C: 4.281 4.129 2.219  0.00
C: 4.288 3.473 0.842  0.00
N: 4.079 -0.097 1.327  0.00
C: 4.010 -1.549 1.088  0.00
C: 4.904 -2.142 2.175  0.00
C: 5.925 -1.031 2.448  0.00
C: 5.088 0.242 2.338  0.00
H: 5.778 -0.269 -1.533  0.00
H: 6.113 1.011 -0.359  0.00
H: 6.818 1.352 -2.964  0.00
H: 6.088 2.710 -2.100  0.00
H: 4.653 0.688 -3.879  0.00
H: 4.598 2.452 -4.014  0.00
H: 2.646 1.098 -2.629  0.00
H: 3.248 2.665 -2.039  0.00
H: 2.515 1.927 2.871  0.00
H: 1.315 2.666 1.794  0.02
H: 2.637 4.182 3.674  0.00
H: 2.250 4.854 2.083  0.00
H: 4.878 3.547 2.924  0.00
H: 4.673 5.144 2.189  0.00
H: 5.254 3.047 0.568  0.00
H: 4.007 4.201 0.075  0.00
H: 4.387 -1.792 0.088  0.00
H: 2.977 -1.897 1.153  0.00
H: 5.375 -3.067 1.849  0.00
H: 4.322 -2.347 3.074  0.00
H: 6.705 -1.043 1.685  0.00
H: 6.396 -1.121 3.425  0.00
H: 5.676 1.115 2.049  0.00
H: 4.602 0.462 3.295  0.00



> Which formula does entry 1 have?

C43H49BrLiN3O2S3



> The lowest net charge belongs to which entry?

C43H49BrLiN3O2S3



> Among the records above, which one has the lowest net charge?

C43H49BrLiN3O2S3



> Among the records above, which one has the lowest energy?

C43H49BrLiN3O2S3